Run 1
{
  "formula": "C2H9N3O",
  "method": "ωB97M-V/def2-TZVPD",
  "species": ["C", "C", "N", "N", "N", "O", "H", "H", "H", "H", "H", "H", "H", "H", "H"],
  "xyz": [[0.254, -0.407, -0.418], [-1.565, -0.716, -0.122], [1.990, 1.489, 0.081], [0.954, -1.144, 0.545], [-2.254, 0.343, 0.449], [0.345, 0.913, -0.317], [0.415, -0.801, -1.438], [2.683, 0.960, -0.451], [1.866, 2.338, -0.474], [1.778, -1.651, 0.249], [1.246, -0.522, 1.311], [-1.845, 0.634, 1.331], [-2.362, 1.134, -0.174], [-1.584, -1.579, 0.539], [-1.922, -0.991, -1.109]],
  "nbo_charge": [0.228, -0.181, -0.551, -0.875, -0.820, -0.449, 0.125, 0.330, 0.345, 0.367, 0.380, 0.366, 0.365, 0.193, 0.179],
  "homo_lumo_gap_ev": 7.94,
  "homo_energy_ev": -7.8
}

---

Run 2
{
  "formula": "C2H9N3O",
  "method": "ωB97M-V/def2-TZVPD",
  "species": ["N", "C", "N", "H", "H", "H", "H", "H", "H", "C", "N", "O", "H", "H", "H"],
  "xyz": [[0.231, -0.067, -1.248], [-0.102, -1.541, -1.366], [-1.442, -1.848, -0.857], [-0.686, 0.329, -1.080], [0.472, 0.223, -2.182], [0.654, -2.190, -0.916], [-0.147, -1.673, -2.445], [-1.855, -1.000, -0.497], [-1.459, -2.605, -0.192], [0.563, 2.231, 2.118], [0.892, 1.133, 1.425], [0.437, 2.326, 3.324], [0.390, 3.190, 1.604], [1.447, 0.415, 1.857], [0.604, 1.076, 0.455]],
  "nbo_charge": [-0.848, -0.043, -0.849, 0.342, 0.364, 0.173, 0.153, 0.353, 0.374, 0.509, -0.848, -0.610, 0.106, 0.404, 0.420],
  "homo_lumo_gap_ev": 10.22,
  "homo_energy_ev": -9.5
}

---

What should be chosen as the most stable of them? Choose run 2.

---

Run 1
{
  "formula": "C22H29FN2O4",
  "method": "ωB97M-V/def2-TZVPD",
  "species": ["C", "C", "C", "C", "C", "F", "C", "C", "N", "C", "C", "N", "C", "H", "H", "H", "H", "H", "C", "C", "O", "C", "H", "H", "H", "H", "H", "H", "C", "C", "O", "C", "H", "H", "H", "H", "H", "H", "C", "C", "O", "C", "H", "H", "H", "H", "H", "H", "C", "C", "O", "C", "H", "H", "H", "H", "H", "H"],
  "xyz": [[-0.785, 0.900, -0.897], [-1.281, 1.945, -1.200], [-1.972, 3.182, -1.113], [-1.352, 4.373, -1.096], [-2.140, 5.515, -0.959], [-1.504, 6.704, -0.932], [-3.482, 5.482, -0.846], [-4.155, 4.266, -0.897], [-5.521, 4.259, -0.785], [-6.044, 3.063, -0.819], [-5.299, 1.883, -0.986], [-3.998, 1.873, -1.095], [-3.397, 3.099, -1.033], [-0.418, -0.048, -0.603], [-0.281, 4.440, -1.180], [-4.039, 6.397, -0.717], [-7.118, 2.980, -0.711], [-5.817, 0.934, -1.030], [3.235, 4.905, -0.678], [2.753, 3.581, -1.224], [1.659, 3.144, -0.948], [3.698, 2.830, -2.126], [2.463, 5.340, -0.046], [4.139, 4.758, -0.086], [3.451, 5.591, -1.498], [4.621, 2.593, -1.593], [3.933, 3.432, -3.005], [3.231, 1.902, -2.447], [-0.430, -3.317, 1.418], [-0.002, -3.358, -0.025], [-0.098, -2.393, -0.750], [0.555, -4.666, -0.535], [-0.808, -2.324, 1.654], [-1.216, -4.046, 1.600], [0.418, -3.537, 2.067], [-0.192, -5.454, -0.434], [1.444, -4.940, 0.035], [0.823, -4.562, -1.584], [5.971, -0.031, 0.369], [6.500, -0.163, -1.040], [6.485, 0.767, -1.811], [7.047, -1.512, -1.440], [5.609, 0.982, 0.527], [5.149, -0.731, 0.526], [6.765, -0.241, 1.087], [6.268, -2.271, -1.356], [7.885, -1.782, -0.796], [7.392, -1.470, -2.471], [-4.021, -6.415, 4.191], [-3.397, -5.325, 3.356], [-2.204, -5.124, 3.365], [-4.331, -4.494, 2.507], [-3.244, -6.932, 4.749], [-4.736, -5.985, 4.893], [-4.534, -7.132, 3.548], [-5.059, -3.987, 3.142], [-4.857, -5.133, 1.796], [-3.760, -3.748, 1.959]],
  "nbo_charge": [-0.151, -0.055, 0.002, -0.256, 0.408, -0.324, -0.283, 0.124, -0.360, 0.013, -0.006, -0.331, 0.081, 0.249, 0.257, 0.238, 0.192, 0.193, -0.722, 0.601, -0.553, -0.726, 0.232, 0.229, 0.230, 0.246, 0.229, 0.237, -0.728, 0.602, -0.560, -0.720, 0.230, 0.254, 0.230, 0.230, 0.228, 0.233, -0.721, 0.599, -0.546, -0.721, 0.232, 0.233, 0.230, 0.231, 0.229, 0.237, -0.721, 0.603, -0.551, -0.723, 0.236, 0.232, 0.231, 0.233, 0.231, 0.236],
  "homo_lumo_gap_ev": 8.31,
  "homo_energy_ev": -8.3
}

---

Run 2
{
  "formula": "C22H29FN2O4",
  "method": "ωB97M-V/def2-TZVPD",
  "species": ["C", "H", "H", "H", "C", "N", "C", "H", "C", "O", "H", "H", "C", "O", "C", "C", "C", "C", "C", "C", "C", "H", "H", "H", "O", "C", "H", "H", "H", "H", "H", "H", "H", "H", "H", "C", "H", "C", "O", "N", "H", "C", "C", "C", "C", "C", "C", "C", "H", "H", "F", "H", "H", "H", "H", "H", "H", "H"],
  "xyz": [[-4.978, -2.571, -0.864], [-4.362, -2.674, -1.754], [-5.422, -3.538, -0.644], [-5.777, -1.866, -1.074], [-4.141, -2.108, 0.335], [-3.455, -0.839, 0.183], [-2.315, -0.859, -0.717], [-2.059, 0.171, -0.976], [-1.096, -1.495, -0.038], [-0.836, -0.807, 1.166], [0.010, -1.132, 1.495], [-1.304, -2.552, 0.187], [0.145, -1.465, -0.933], [1.082, -2.336, -0.337], [2.303, -2.453, -1.044], [3.253, -1.307, -0.795], [3.591, -1.002, 0.520], [4.483, 0.026, 0.791], [5.041, 0.745, -0.269], [4.697, 0.443, -1.569], [3.799, -0.579, -1.838], [3.529, -0.808, -2.858], [5.121, 1.012, -2.381], [5.735, 1.539, -0.042], [4.873, 0.410, 2.040], [4.354, -0.280, 3.149], [4.627, -1.340, 3.128], [4.802, 0.188, 4.024], [3.264, -0.187, 3.208], [3.143, -1.584, 1.310], [2.749, -3.384, -0.675], [2.107, -2.561, -2.119], [0.539, -0.441, -0.995], [-0.101, -1.810, -1.948], [-2.517, -1.403, -1.652], [-4.345, 0.282, -0.036], [-5.227, 0.152, 0.598], [-3.707, 1.616, 0.350], [-4.113, 2.671, -0.100], [-2.711, 1.508, 1.247], [-2.354, 0.577, 1.432], [-1.827, 2.621, 1.531], [-0.663, 2.610, 0.571], [-0.879, 2.965, -0.757], [0.147, 2.898, -1.681], [1.394, 2.477, -1.258], [1.640, 2.122, 0.055], [0.598, 2.184, 0.964], [0.771, 1.904, 1.992], [2.628, 1.804, 0.344], [2.402, 2.415, -2.158], [-0.007, 3.171, -2.713], [-1.860, 3.295, -1.062], [-2.412, 3.536, 1.403], [-1.482, 2.544, 2.564], [-4.693, 0.378, -1.076], [-4.792, -2.016, 1.209], [-3.390, -2.867, 0.564]],
  "nbo_charge": [-0.636, 0.201, 0.217, 0.207, -0.203, -0.459, -0.246, 0.217, 0.088, -0.735, 0.485, 0.165, -0.087, -0.550, -0.080, -0.044, -0.279, 0.298, -0.258, -0.175, -0.236, 0.212, 0.220, 0.227, -0.494, -0.251, 0.177, 0.203, 0.172, 0.214, 0.199, 0.175, 0.189, 0.168, 0.182, -0.308, 0.224, 0.669, -0.647, -0.626, 0.443, -0.246, -0.059, -0.195, -0.285, 0.392, -0.309, -0.132, 0.201, 0.234, -0.331, 0.229, 0.240, 0.236, 0.202, 0.195, 0.196, 0.193],
  "homo_lumo_gap_ev": 9.23,
  "homo_energy_ev": -8.7
}

---

What should be chosen as the most stable of them? Choose run 2.

---

Run 1
{
  "formula": "C6H13N2S",
  "method": "ωB97M-V/def2-TZVPD",
  "species": ["C", "C", "C", "C", "C", "C", "N", "N", "S", "H", "H", "H", "H", "H", "H", "H", "H", "H", "H", "H", "H", "H"],
  "xyz": [[1.815, 0.524, 0.226], [-0.090, 0.347, 0.817], [3.300, 0.668, -0.088], [-1.932, -1.217, 0.822], [-1.175, -0.540, -1.404], [-1.317, -0.085, 0.017], [0.853, 1.339, -0.022], [1.146, -0.523, 0.814], [-2.339, 1.476, -0.007], [-0.299, 0.719, 1.823], [3.848, 1.004, 0.802], [3.470, 1.464, -0.908], [3.747, -0.379, -0.265], [-2.077, -0.792, 1.951], [-1.177, -2.006, 0.587], [-2.892, -1.666, 0.439], [-0.461, -1.307, -1.421], [-2.169, -0.867, -1.600], [-0.992, 0.192, -2.140], [0.766, 2.305, -0.361], [1.278, -1.548, 0.801], [-3.303, 0.892, -0.881]],
  "nbo_charge": [0.572, 0.169, -0.704, -0.636, -0.631, -0.145, -0.534, -0.601, -0.050, 0.251, 0.281, 0.273, 0.273, 0.241, 0.207, 0.257, 0.209, 0.233, 0.237, 0.468, 0.462, 0.167],
  "homo_lumo_gap_ev": 9.52,
  "charge": 1,
  "homo_energy_ev": -12.8
}

---

Run 2
{
  "formula": "C6H13N2S",
  "method": "ωB97M-V/def2-TZVPD",
  "species": ["C", "C", "C", "C", "C", "C", "N", "N", "S", "H", "H", "H", "H", "H", "H", "H", "H", "H", "H", "H", "H", "H"],
  "xyz": [[2.147, 0.088, -0.019], [1.882, -1.271, 0.407], [-0.295, -0.212, -0.064], [-0.595, -0.579, -1.541], [-1.819, 1.800, 0.282], [-1.321, 0.311, 0.731], [1.075, 0.838, 0.010], [0.390, -1.345, 0.662], [3.647, 0.654, -0.284], [2.243, -1.930, -0.441], [2.421, -1.466, 1.390], [-0.001, -1.526, -1.647], [-0.072, 0.007, -2.332], [-1.683, -0.445, -1.574], [-2.412, 1.755, -0.574], [-1.061, 2.551, 0.112], [-2.591, 2.173, 1.088], [-2.258, -0.187, 0.702], [-1.017, 0.536, 1.750], [1.161, 1.751, -0.495], [0.100, -2.183, 0.181], [0.059, -1.321, 1.654]],
  "nbo_charge": [0.022, -0.318, 0.372, -0.670, -0.581, -0.530, -0.596, -0.547, -0.020, 0.282, 0.289, 0.219, 0.277, 0.261, 0.214, 0.222, 0.247, 0.258, 0.244, 0.445, 0.448, 0.461],
  "homo_lumo_gap_ev": 8.64,
  "charge": 1,
  "homo_energy_ev": -12.1
}

---

What should be chosen as the most stable of them? Choose run 1.